Record 1
This record from OMol25 describes a 11-piece molecular cluster, C52H101N11O8 overall. The level of theory is ωB97M-V with the def2-TZVPD basis set.

```
! RIJCOSX wB97M-V def2-TZVPD def2/J DEFGRID3
* xyz 0 1
O -11.04 -12.27 9.08
O 0.38 -2.98 1.04
O -6.89 -9.87 8.59
O -2.97 15.19 -6.12
O -2.64 10.27 -6.28
O 5.99 1.12 -13.16
O 1.09 -0.29 -3.29
O 1.93 1.48 -13.51
N -5.19 2.26 8.80
N 1.74 -0.59 -0.46
N 1.88 -1.47 10.07
N 3.86 3.83 -14.63
N 2.97 -8.82 -2.54
N -6.83 2.91 -1.62
N 6.83 -5.78 4.48
N 4.91 6.51 4.51
N 12.29 -0.15 -1.54
N -3.12 12.65 -4.47
N -8.93 -11.44 7.21
C 5.56 0.81 -11.83
C 1.62 2.74 -14.13
C -3.90 11.41 -4.54
C -5.64 1.45 9.77
C 7.13 -4.38 7.81
C 1.19 1.00 9.57
C -6.49 -8.53 8.90
C -5.18 0.94 -2.09
C 10.93 -0.18 -1.34
C 4.57 5.54 3.59
C -3.96 13.82 -4.29
C 1.59 -0.38 9.86
C -12.30 -11.87 9.57
C -5.78 0.33 7.82
C 2.18 0.39 -2.71
C 3.21 5.67 3.34
C 6.38 -5.49 7.06
C 12.95 -0.50 -0.35
C 2.71 6.58 4.27
C 5.06 1.70 -14.04
C 2.43 -9.44 -4.62
C 6.67 -5.64 5.61
C 0.94 0.99 -12.60
C -7.53 -11.55 6.88
C 1.47 -1.53 -3.83
C 2.33 1.96 9.34
C -3.09 10.13 -4.96
C 2.14 -7.85 -3.06
C -6.04 0.21 9.20
C 12.05 -0.65 0.64
C -2.79 16.50 -6.65
C 1.25 -1.98 1.64
C -5.25 1.60 7.63
C -9.52 -12.77 7.43
C 3.40 1.99 10.41
C -3.11 15.09 -4.69
C -1.72 9.30 -6.77
C -0.43 -3.59 2.01
C 2.99 -9.90 -3.40
C 2.79 -0.26 -1.44
C -10.98 -12.76 7.74
C 2.65 3.16 -15.13
C 4.53 3.07 -13.56
C -6.10 2.04 -1.82
C 1.88 -8.17 -4.37
C -5.50 -0.60 -0.01
C 3.78 7.15 4.91
C 2.27 -1.41 0.66
C 10.76 -0.36 0.05
C -5.60 -0.45 -1.54
C 7.31 -3.04 7.18
C -6.74 -10.19 7.22
H 6.27 0.14 -11.33
H 2.19 3.85 -15.85
H -3.65 15.94 -4.27
H 4.14 2.75 10.18
H 5.31 -5.29 7.08
H 2.83 -2.27 0.30
H -4.82 13.73 -4.96
H 14.02 -0.53 -0.47
H -6.26 -0.02 0.50
H 2.77 1.69 8.38
H 7.84 -3.10 6.24
H 7.93 -2.44 7.85
H 8.13 -4.76 7.99
H -6.58 -0.69 -1.95
H 3.36 -1.15 -1.70
H -2.55 12.74 -5.30
H 3.66 4.77 -14.33
H 0.74 1.31 10.51
H 1.89 2.94 9.13
H 2.97 0.44 -3.46
H 3.04 2.19 11.42
H 9.86 -0.30 0.64
H 6.68 -4.25 8.80
H -11.33 -13.80 7.76
H -5.63 1.87 10.76
H 5.36 3.71 -13.24
H -2.21 14.99 -4.08
H 1.31 -7.64 -5.12
H -4.23 11.15 -3.54
H 1.48 3.49 -13.35
H 3.47 0.44 -0.97
H 5.32 5.01 3.02
H 6.40 -2.46 6.99
H -11.60 -12.17 7.06
H -1.15 -2.93 2.50
H -4.89 2.05 6.71
H 3.96 1.06 10.48
H 1.17 0.03 -12.14
H -6.61 -8.28 9.95
H -1.87 16.98 -6.31
H 5.44 1.71 -11.23
H 1.86 -2.40 2.45
H 3.98 3.09 -12.62
H -7.06 -7.77 8.37
H 1.88 1.42 -2.48
H -7.02 -12.34 7.44
H -7.38 -11.97 5.89
H -5.84 -0.49 7.12
H -4.48 -0.43 0.34
H -2.76 16.45 -7.74
H 5.85 6.77 4.79
H 2.19 -1.60 -4.64
H -4.31 1.18 -1.49
H 10.35 0.03 -2.22
H 3.55 -10.79 -3.17
H 0.88 1.76 -11.83
H 0.72 -1.19 2.17
H -2.17 8.31 -6.74
H -4.80 11.48 -5.16
H 0.40 1.00 8.82
H -12.37 -10.84 9.25
H 0.73 2.46 -14.69
H -4.91 3.22 8.93
H 5.54 1.84 -15.01
H -8.93 -11.01 8.13
H -5.67 -10.24 7.02
H 2.49 -9.94 -5.57
H 2.97 -0.86 1.29
H -1.10 -4.24 1.44
H -2.27 10.10 -4.25
H 4.17 1.06 -14.09
H -4.93 -1.13 -2.06
H 1.66 6.82 4.32
H 3.46 -8.76 -1.66
H -12.10 -11.95 10.64
H 12.22 -0.88 1.68
H -6.43 -0.67 9.69
H -3.60 17.18 -6.42
H 1.01 -1.09 -0.94
H -0.86 9.32 -6.10
H 2.67 5.13 2.57
H -9.42 -13.22 6.44
H -7.15 -9.43 6.56
H -1.37 9.57 -7.77
H -0.05 0.96 -13.06
H 0.58 -2.07 -4.15
H 1.84 -6.97 -2.51
H 1.84 -2.15 -3.01
H -5.69 -1.63 0.28
H 3.94 7.89 5.67
H -4.87 0.95 -3.14
H 12.71 -0.05 -2.46
H -5.45 -8.34 8.61
H 0.13 -4.23 2.69
H -8.93 -13.42 8.07
H -13.13 -12.53 9.32
H 6.44 -6.47 7.54
H -4.37 13.87 -3.28
H -3.64 9.19 -4.91
H 2.89 2.27 -15.72
H 4.62 0.26 -11.80
*
```

The HOMO energy comes out at -8.1 eV. The frontier orbital gap comes out at 8.4679 eV.

Record 2
This record from OMol25 describes a 2-piece molecular cluster, C3H8O3S overall. The level of theory is ωB97M-V with the def2-TZVPD basis set.

```
! RIJCOSX wB97M-V def2-TZVPD def2/J DEFGRID3
* xyz -1 2
S 0.89 -0.72 2.16
O -2.11 -1.48 0.99
O 1.57 1.59 -2.10
O -0.66 1.41 -1.89
C 0.66 -0.06 -0.56
C 0.63 1.03 -1.62
C 0.89 0.50 0.81
H -0.78 1.72 -2.79
H -2.28 -0.89 1.75
H 1.38 -0.81 -0.90
H 0.04 1.17 1.02
H 0.48 -1.73 1.37
H -0.30 -0.57 -0.62
H -2.12 -2.33 1.47
H 1.74 1.18 0.92
*
```

The HOMO energy (alpha / beta) comes out at 0.8 / -5.6 eV. The frontier orbital gap (alpha / beta) comes out at 2.2163 / 8.5826 eV.

Record 3
This record from OMol25 describes C20H28F6N3O4P2PtS2 as an isolated structure. The level of theory is ωB97M-V with the def2-TZVPD basis set.

```
! RIJCOSX wB97M-V def2-TZVPD def2/J DEFGRID3
* xyz 1 1
Pt -0.95 -1.06 -0.58
S -2.14 -3.97 -1.29
S -3.42 -1.64 -1.97
P 1.17 -1.18 0.08
P -1.08 0.97 0.36
F -3.56 -5.11 0.57
F -2.65 -3.26 1.20
F -1.44 -5.03 0.99
F -5.39 -2.09 -3.61
F -5.23 -0.06 -2.86
F -6.02 -1.63 -1.59
O -1.97 -5.21 -1.95
O -0.92 -3.11 -1.25
O -2.54 -1.17 -3.00
O -3.26 -0.89 -0.70
N -3.42 -3.19 -1.75
N 0.62 2.30 2.03
N 2.65 0.35 1.77
C 2.02 -2.41 -2.21
C 1.51 0.28 1.12
C -5.15 -1.35 -2.55
C 1.81 2.42 2.68
C 2.01 3.55 3.52
C 3.20 3.68 4.18
C 0.49 1.25 1.24
C 1.34 -2.60 1.19
C 2.45 -1.33 -1.22
C 2.59 0.00 -1.95
C -2.48 -4.37 0.48
C -2.32 0.98 1.66
C -1.46 3.70 0.02
C 3.79 -1.72 -0.59
C -2.77 2.14 -1.45
C 2.82 1.45 2.55
C -1.42 2.38 -0.77
C -0.33 2.45 -1.84
C 4.23 2.71 4.04
C 4.05 1.61 3.25
H 1.67 0.29 -2.45
H -0.55 3.28 -2.51
H 2.77 -2.47 -3.00
H 4.81 0.86 3.13
H 3.36 -0.10 -2.72
H 2.90 0.81 -1.29
H -3.32 0.90 1.23
H 5.16 2.85 4.57
H 4.55 -1.70 -1.37
H -2.16 0.13 2.32
H -2.75 1.26 -2.09
H 1.25 -3.52 0.62
H 3.76 -2.74 -0.19
H -1.66 4.50 -0.70
H 2.31 -2.55 1.68
H -0.53 3.91 0.53
H 3.38 4.54 4.81
H -2.23 1.90 2.23
H -3.59 2.06 -0.74
H 1.95 -3.40 -1.75
H -2.97 3.01 -2.09
H -0.30 1.54 -2.44
H 0.66 2.63 -1.41
H 0.55 -2.56 1.94
H -2.27 3.71 0.75
H 4.10 -1.04 0.20
H 1.22 4.28 3.61
H 1.06 -2.19 -2.68
*
```

The HOMO energy comes out at -12.4 eV. The frontier orbital gap comes out at 8.3538 eV.

Record 4
This record from OMol25 describes C10H16BBeCl2F4N4 as an isolated structure. The level of theory is ωB97M-V with the def2-TZVPD basis set.

```
! RIJCOSX wB97M-V def2-TZVPD def2/J DEFGRID3
* xyz 1 1
Cl 4.99 1.42 2.00
Cl 3.05 3.28 0.27
F -0.70 -0.39 -0.54
F 1.35 -1.24 -0.06
F 0.24 -0.03 1.44
F -0.39 -2.19 0.96
N -0.53 -2.06 -2.94
N 0.98 3.38 -2.45
N -2.99 -0.08 -2.06
N -1.97 -5.41 4.75
C 2.97 1.48 0.27
C 0.40 -1.35 -2.98
C -1.23 -4.71 4.13
C -0.28 -3.87 3.39
C -3.63 0.76 -1.60
C 3.34 0.91 1.64
C -4.57 1.75 -1.10
C 1.55 -0.43 -3.03
C 0.24 3.12 -1.60
C -0.70 2.77 -0.54
B 0.10 -0.97 0.47
Be -2.29 -2.38 -0.71
H 0.70 -3.90 3.87
H 1.38 0.28 -3.84
H -5.53 1.23 -1.14
H -0.58 -2.82 3.44
H 2.74 1.38 2.42
H -0.41 1.85 -0.03
H 3.79 1.21 -0.40
H -0.55 3.58 0.18
H -1.69 2.83 -0.98
H -0.28 -4.12 2.33
H 2.53 -0.90 -3.13
H 2.02 1.12 -0.13
H 3.22 -0.17 1.69
H 1.66 0.17 -2.13
H -4.66 2.57 -1.80
H -4.25 1.96 -0.08
*
```

The HOMO energy comes out at -12.2 eV. The frontier orbital gap comes out at 2.0035 eV.

Record 5
This record from OMol25 describes one molecule with the formula C3H4N2O3. The level of theory is ωB97M-V with the def2-TZVPD basis set.

```
! RIJCOSX wB97M-V def2-TZVPD def2/J DEFGRID3
* xyz 0 1
O -0.69 -0.99 -0.26
O -2.53 0.05 -0.11
O 1.36 -1.49 0.48
N 0.79 -0.74 -0.50
N 1.97 1.39 -0.18
C -0.41 1.17 0.37
C 0.88 0.66 -0.10
C -1.25 0.16 0.07
H 2.78 0.92 -0.69
H -0.68 2.12 1.06
H -3.09 0.87 0.22
H 1.25 -0.92 1.30
*
```

The HOMO energy comes out at -8.8 eV. The frontier orbital gap comes out at 8.9413 eV.

Record 6
This record from OMol25 describes C20H46MoOP4Se as an isolated structure. The level of theory is ωB97M-V with the def2-TZVPD basis set.

```
! RIJCOSX wB97M-V def2-TZVPD def2/J DEFGRID3
* xyz 4 3
Mo -0.12 -0.89 -0.97
Se 0.47 -1.42 -3.24
P -1.64 -1.93 0.48
P -1.38 1.07 -1.34
P -0.60 1.69 3.65
P 1.79 -1.32 0.31
O -0.06 0.96 2.45
C -1.91 2.88 3.23
C 0.63 2.65 4.53
C 3.48 1.48 -5.49
C -1.16 -2.67 2.09
C 2.04 -1.35 2.12
C 2.37 0.92 -3.40
C -2.56 0.50 -2.66
C 1.85 -0.31 -5.44
C -0.59 2.45 -2.25
C -2.54 2.02 -0.30
C 5.84 3.39 -6.46
C -2.24 -3.39 -0.44
C 1.68 -0.10 -4.06
C 3.37 -0.55 -0.21
C 2.75 0.48 -6.16
C 3.28 1.71 -4.13
C -1.31 0.56 4.87
C 6.19 4.39 -5.65
C 2.16 -3.08 -0.12
C -3.20 -1.14 1.02
H -1.50 3.63 2.55
H -0.92 -1.88 2.81
H -0.54 -0.14 5.21
H -2.78 -3.07 -1.34
H 5.04 3.52 -7.21
H 2.89 0.32 -7.23
H 5.67 5.36 -5.70
H -2.99 -0.33 1.72
H -3.12 1.36 0.35
H 3.52 -0.65 -1.29
H 1.08 -1.29 2.64
H 2.27 -3.18 -1.21
H -2.03 -3.24 2.45
H 2.56 -2.28 2.41
H 2.22 1.10 -2.34
H 3.10 -3.36 0.38
H -2.00 2.74 0.33
H 3.35 0.52 0.04
H -3.79 -1.92 1.53
H 3.83 2.52 -3.63
H -0.31 -3.34 1.98
H 1.36 -3.74 0.21
H -2.01 0.10 -3.52
H -3.78 -0.77 0.17
H -2.16 0.00 4.45
H 4.21 2.07 -6.04
H -2.23 3.38 4.15
H 1.46 1.98 4.80
H -3.24 2.56 -0.95
H 0.00 2.07 -3.10
H -1.35 3.14 -2.62
H 4.21 -1.03 0.32
H -2.92 -3.96 0.22
H -3.22 -0.28 -2.27
H 0.19 3.09 5.43
H -2.78 2.38 2.77
H 7.04 4.31 -4.96
H 0.09 2.97 -1.57
H 1.27 -1.11 -5.91
H 6.32 2.40 -6.42
H -1.67 1.12 5.75
H 0.98 3.45 3.87
H -3.16 1.36 -2.96
H 2.63 -0.48 2.41
H -1.39 -4.02 -0.73
H 0.46 0.58 -0.53
*
```

The HOMO energy (alpha / beta) comes out at -19.2 / -19.2 eV. The frontier orbital gap (alpha / beta) comes out at 5.4239 / 3.9234 eV.

Record 7
This record from OMol25 describes one molecule with the formula CH2NP. The level of theory is ωB97M-V with the def2-TZVPD basis set.

```
! RIJCOSX wB97M-V def2-TZVPD def2/J DEFGRID3
* xyz 0 1
P 1.11 0.73 -0.66
N 1.29 -0.83 0.31
C 0.36 -0.14 0.76
H -0.33 -0.23 1.63
H 0.47 -0.07 -1.48
*
```

The HOMO energy comes out at -9.4 eV. The frontier orbital gap comes out at 10.3020 eV.

Record 8
This record from OMol25 describes one molecule with the formula C2H2N2S3. The level of theory is ωB97M-V with the def2-TZVPD basis set.

```
! RIJCOSX wB97M-V def2-TZVPD def2/J DEFGRID3
* xyz 0 1
S 0.74 -1.44 -0.50
S -3.26 0.74 0.22
S -0.66 -2.26 0.61
N 0.51 0.43 -0.82
N -0.64 1.08 -0.46
C 1.49 0.06 0.17
C -1.77 0.97 -0.10
H 1.14 0.34 1.17
H 2.46 0.09 -0.31
*
```

The HOMO energy comes out at -8.5 eV. The frontier orbital gap comes out at 7.6914 eV.

Record 9
This record from OMol25 describes one molecule with the formula C17H13F6NO2. The level of theory is ωB97M-V with the def2-TZVPD basis set.

```
! RIJCOSX wB97M-V def2-TZVPD def2/J DEFGRID3
* xyz 0 1
F -0.95 3.09 0.48
F 0.28 3.98 -2.19
F -1.31 3.14 -3.41
F 0.67 2.23 -3.48
F -2.59 1.66 -0.01
F -2.34 3.59 -1.05
O -1.19 0.57 -2.11
O -0.19 -2.15 -0.43
N -0.68 -0.16 0.74
C -0.68 1.76 -1.47
C -0.93 -1.44 0.24
C 3.03 1.38 -0.28
C -2.35 -2.04 0.36
C 1.78 -1.10 2.08
C 2.92 -1.45 2.69
C 1.82 1.88 -0.96
C -0.26 2.79 -2.60
C 0.52 0.43 0.46
C -4.36 -3.49 -0.05
C 4.06 -0.79 2.51
C -2.97 -3.05 -0.34
C -1.69 2.54 -0.49
C 0.55 1.29 -0.67
C 1.73 -0.11 1.09
C 4.12 0.16 1.54
C 2.96 0.45 0.80
H 3.97 1.79 -0.59
H 0.81 -1.48 2.40
H -4.82 -2.71 0.63
H -4.35 -4.45 0.43
H -0.50 -0.04 -2.46
H 4.92 -1.16 3.12
H -5.04 -3.48 -0.95
H -1.43 0.42 1.12
H -3.04 -1.50 1.01
H 5.03 0.72 1.36
H -2.44 -3.59 -1.20
H 2.83 -2.33 3.34
H 2.09 2.66 -1.64
*
```

The HOMO energy comes out at -8.3 eV. The frontier orbital gap comes out at 8.1609 eV.

Record 10
This record from OMol25 describes one molecule with the formula C17H14O3. The level of theory is ωB97M-V with the def2-TZVPD basis set.

```
! RIJCOSX wB97M-V def2-TZVPD def2/J DEFGRID3
* xyz 0 1
O 2.32 -2.99 0.99
O 0.18 1.49 -0.66
O 0.66 -0.73 -2.62
C -0.68 -0.65 -2.97
C 1.35 -0.20 5.31
C 0.85 0.82 6.17
C 0.63 1.10 3.37
C 0.18 2.13 4.24
C 0.82 -0.69 -1.24
C -0.63 -1.21 -4.43
C -1.59 -1.73 -2.19
C 1.37 -1.88 -0.63
C 0.96 0.25 1.11
C 0.33 1.91 5.59
C 0.48 1.28 1.97
C 1.73 -1.99 0.71
C 1.29 -0.02 3.89
C 0.71 0.43 -0.33
C 1.63 -1.10 3.01
C 1.43 -0.91 1.65
H 1.65 -2.71 -1.24
H -1.48 -1.54 -1.14
H -1.09 0.32 -2.92
H -2.65 -1.54 -2.39
H 0.75 0.77 7.30
H -0.25 3.07 3.91
H 0.05 -1.93 -4.59
H -0.18 -0.38 -5.03
H -0.08 2.11 1.64
H -1.26 -2.72 -2.38
H -1.55 -1.52 -4.81
H 1.84 -1.06 5.67
H -0.21 2.66 6.19
H 2.15 -2.01 3.49
*
```

The HOMO energy comes out at -8.5 eV. The frontier orbital gap comes out at 7.0830 eV.